DFT (ωB97M-V/def2-TZVPD) results for a structure of composition C49H37BrNOP2S2W at a distorted geometry.

Each line ends with the Löwdin spin population.
Positions of all 94 atoms, in Å:
W (0.139, 0.351, -0.913)  1.73
O (2.148, 0.678, -0.416)  0.07
S (3.058, -0.569, -0.223)  0.01
C (2.900, -1.052, 1.467)  0.00
C (4.039, -1.679, 1.959)  0.00
C (4.080, -2.063, 3.292)  0.00
C (3.007, -1.766, 4.116)  0.00
C (1.891, -1.102, 3.618)  0.00
C (1.797, -0.742, 2.281)  0.00
P (0.340, 0.260, 1.787)  -0.01
C (-1.097, -0.441, 2.649)  0.00
C (-2.185, 0.406, 2.888)  0.00
C (-3.364, -0.085, 3.429)  0.00
C (-3.474, -1.436, 3.735)  0.00
C (-2.397, -2.285, 3.509)  0.00
C (-1.215, -1.793, 2.971)  0.00
C (0.682, 1.855, 2.614)  0.00
C (0.271, 2.115, 3.926)  0.00
C (0.647, 3.291, 4.560)  0.00
C (1.448, 4.217, 3.906)  0.00
C (1.897, 3.950, 2.619)  0.00
C (1.526, 2.772, 1.984)  0.00
C (2.307, -1.854, -1.220)  0.00
C (3.256, -2.572, -1.907)  0.00
C (2.875, -3.452, -2.931)  0.00
C (1.558, -3.501, -3.333)  0.00
C (0.610, -2.746, -2.654)  0.00
C (0.918, -1.933, -1.554)  0.01
P (-0.441, -2.150, -0.218)  0.04
C (-1.762, -0.922, -0.861)  0.02
C (-1.776, -0.430, -2.173)  0.02
C (-2.860, 0.339, -2.615)  0.02
C (-3.943, 0.557, -1.783)  0.02
C (-3.966, -0.006, -0.504)  0.01
C (-2.879, -0.719, -0.035)  0.03
C (-1.343, -3.693, -0.495)  0.01
C (-0.938, -4.723, 0.357)  0.00
C (-1.555, -5.965, 0.282)  0.00
C (-2.584, -6.168, -0.624)  0.00
C (-3.000, -5.135, -1.464)  0.00
C (-2.386, -3.896, -1.401)  0.00
H (4.899, -1.847, 1.318)  0.00
H (4.960, -2.554, 3.690)  0.00
H (3.043, -2.027, 5.166)  0.00
H (1.084, -0.853, 4.297)  0.00
H (-2.111, 1.465, 2.676)  0.00
H (-4.190, 0.587, 3.626)  0.00
H (-4.388, -1.822, 4.167)  0.00
H (-2.473, -3.334, 3.765)  0.00
H (-0.385, -2.467, 2.808)  0.00
H (-0.335, 1.407, 4.471)  0.00
H (0.316, 3.481, 5.574)  0.00
H (1.740, 5.132, 4.407)  0.00
H (2.547, 4.653, 2.111)  0.00
H (1.924, 2.571, 1.002)  0.00
H (4.312, -2.425, -1.700)  0.00
H (3.626, -4.047, -3.436)  0.00
H (1.255, -4.129, -4.161)  0.00
H (-0.423, -2.847, -2.957)  0.00
H (-1.105, -0.828, -2.920)  0.01
H (-2.871, 0.702, -3.636)  0.00
H (-4.794, 1.127, -2.138)  0.00
H (-4.837, 0.122, 0.130)  0.00
H (-2.899, -1.150, 0.958)  0.00
H (-0.134, -4.563, 1.070)  0.00
H (-1.234, -6.767, 0.935)  0.00
H (-3.072, -7.133, -0.676)  0.00
H (-3.807, -5.302, -2.166)  0.00
H (-2.733, -3.102, -2.054)  0.00
Br (1.412, 2.149, -7.237)  -0.01
C (1.127, 1.779, -5.447)  -0.02
C (0.026, 2.341, -4.796)  0.00
C (-0.179, 2.066, -3.463)  -0.01
C (0.676, 1.203, -2.746)  -0.02
C (1.812, 0.709, -3.421)  -0.01
C (2.026, 0.968, -4.762)  0.00
H (-0.641, 3.000, -5.338)  0.00
H (-1.025, 2.530, -2.969)  0.00
H (2.552, 0.108, -2.914)  0.00
H (2.892, 0.569, -5.273)  0.00
S (-2.026, 4.147, 0.524)  0.02
C (-1.607, 2.561, 0.191)  0.04
N (-0.471, 2.368, -0.432)  0.02
C (0.172, 3.607, -0.693)  0.00
C (1.423, 3.822, -1.273)  0.00
C (1.872, 5.118, -1.387)  0.00
C (1.105, 6.207, -0.938)  0.00
C (-0.121, 6.005, -0.350)  0.00
C (-0.568, 4.688, -0.229)  0.00
H (-2.246, 1.743, 0.483)  0.00
H (2.037, 3.000, -1.612)  0.00
H (2.841, 5.302, -1.833)  0.00
H (1.484, 7.214, -1.052)  0.00
H (-0.714, 6.835, 0.014)  0.00

Net charge = +3
⟨S²⟩ = 2.04
Highest occupied orbital energy (spin up / spin down) = -15.5 / -15.7 eV
Max |F| = 1.212 eV/A
Energy = -167041.1774 eV
Multiplicity = 3
Kohn-Sham gap (spin up / spin down) = 5.482 / 6.167 eV

***

DFT (ωB97M-V/def2-TZVPD) results for a cluster of 9 separate species, H18O9 in total at a distorted geometry.

Each line ends with the Löwdin charge.
Positions of all 27 atoms, in Å:
O (15.691, -6.696, -5.958)  -0.08
H (15.472, -6.663, -5.009)  0.05
H (15.155, -7.375, -6.406)  -0.01
O (15.047, -11.315, -7.021)  -0.02
H (15.626, -10.810, -7.560)  0.00
H (15.520, -11.718, -6.323)  0.03
O (12.889, -9.701, -10.065)  -0.07
H (11.953, -9.528, -10.322)  0.06
H (13.476, -9.195, -10.641)  -0.01
O (15.475, -7.740, -9.246)  -0.11
H (14.789, -8.289, -8.722)  0.04
H (15.290, -7.751, -10.226)  0.05
O (14.000, -8.772, -7.235)  -0.04
H (13.991, -9.662, -6.888)  0.04
H (13.153, -8.417, -7.010)  0.07
O (14.698, -5.069, -11.893)  -0.02
H (15.357, -5.022, -11.186)  0.08
H (15.031, -4.479, -12.590)  0.08
O (16.986, -9.073, -7.410)  -0.08
H (17.380, -8.444, -6.813)  0.02
H (16.560, -8.502, -8.106)  0.00
O (13.887, -7.548, -11.697)  -0.09
H (13.437, -7.703, -12.557)  0.11
H (14.178, -6.639, -11.861)  0.00
O (11.860, -6.620, -10.408)  -0.09
H (12.637, -6.979, -10.895)  -0.05
H (12.098, -6.855, -9.500)  0.03

Energy above the lowest of the compared OMol25 structures with the same formula, charge and spin = 198.8 kJ/mol
Structure (SMILES) = O.O.O.O.O.O.O.O.O
Highest occupied orbital energy = -10.5 eV
Max |F| = 2.424 eV/A
Energy = -18720.0751 eV
Kohn-Sham gap = 10.592 eV

***

DFT (ωB97M-V/def2-TZVPD) results for a structure of composition C2H9ClSi2 at a distorted geometry.

Each line ends with the Löwdin charge.
Positions of all 14 atoms, in Å:
C (0.678, 0.566, -0.152)  -0.50
C (-0.555, 0.013, 0.381)  -0.91
Si (2.197, -0.594, -0.079)  0.53
Si (-2.430, 0.416, -0.233)  0.66
Cl (-0.285, -1.765, 0.425)  0.51
H (0.617, 0.670, -1.215)  0.04
H (0.956, 1.593, 0.255)  0.10
H (-0.638, 0.165, 1.561)  0.10
H (2.464, -1.807, -0.761)  -0.11
H (2.426, -1.174, 1.293)  -0.07
H (3.261, 0.285, -0.476)  -0.09
H (-2.651, 1.741, 0.317)  -0.09
H (-3.253, -0.612, 0.393)  -0.09
H (-2.787, 0.502, -1.710)  -0.08

Energy above the lowest of the compared OMol25 structures with the same formula, charge and spin = 250.4 kJ/mol
Highest occupied orbital energy = -9.9 eV
Max |F| = 4.286 eV/A
Energy = -30495.5934 eV
Kohn-Sham gap = 10.689 eV

***

Q: The lowest energy belongs to which entry?
A: C49H37BrNOP2S2W